Below is C74H152Br6N6O32P8 as an isolated structure at a distorted geometry, with properties calculated with ωB97M-V with the def2-TZVPD basis set.

E_LUMO ... -0.1 eV
Multiplicity ... 1
HOMO energy ... -7.8 eV
Net charge ... 0

Geometry (Å):
C (-0.96841, 3.77348, 2.26867)
C (-1.74119, 3.04092, 1.13655)
O (-1.20717, 1.72024, 0.80916)
P (-0.49998, 1.32144, -0.51603)
O (-0.12204, 2.50301, -1.29161)
O (0.59469, 0.34685, -0.11305)
C (1.85480, 0.66475, 0.70857)
C (2.78331, -0.52396, 0.43412)
O (-1.52947, 0.44959, -1.25797)
C (-2.07751, -0.79363, -0.69968)
C (-1.33017, -2.01873, -1.08503)
H (-1.18271, 3.31192, 3.22177)
H (0.13950, 3.84987, 2.09159)
H (-1.39563, 4.79259, 2.20416)
H (-2.72371, 2.85607, 1.59790)
H (-1.77272, 3.65612, 0.24646)
H (2.24229, 1.61447, 0.32350)
H (1.54275, 0.74094, 1.77122)
H (3.05107, -0.56332, -0.61722)
H (3.69006, -0.29106, 1.00339)
H (2.27224, -1.38328, 0.89154)
H (-2.08986, -0.66673, 0.40179)
H (-3.14837, -0.78638, -1.07273)
H (-0.31379, -2.02658, -0.57488)
H (-1.80410, -2.95518, -0.73166)
H (-1.21655, -2.00373, -2.16555)
C (7.39127, -1.44617, 5.53228)
C (6.00869, -1.44516, 4.87403)
O (5.12021, -2.11579, 5.85261)
P (3.56695, -2.00948, 6.02368)
O (3.03091, -2.86860, 7.08960)
O (3.17606, -0.47913, 6.11147)
C (1.78807, 0.03600, 6.23452)
C (1.55087, 0.93133, 5.03695)
O (2.94848, -2.38109, 4.56638)
C (3.09501, -3.78010, 4.26091)
C (1.76877, -4.53042, 4.45623)
H (7.21696, -1.18977, 6.58456)
H (7.78815, -2.45894, 5.70934)
H (8.07841, -0.76700, 4.91135)
H (5.65025, -0.46128, 4.70902)
H (6.01149, -2.05920, 3.94992)
H (1.04059, -0.75102, 6.40958)
H (1.87406, 0.58126, 7.15990)
H (0.48441, 0.95902, 4.70242)
H (1.79900, 1.96687, 5.16007)
H (2.14297, 0.56890, 4.22649)
H (3.44147, -3.89856, 3.24984)
H (3.98504, -4.27158, 4.83496)
H (1.90892, -5.57192, 4.28211)
H (1.40060, -4.47576, 5.44823)
H (0.99690, -4.14638, 3.74744)
C (0.11184, -1.49070, 2.42465)
C (-1.10819, -0.87398, 2.97428)
O (-2.29479, -1.56460, 2.51934)
P (-2.60815, -3.08177, 2.82609)
O (-1.97571, -4.10369, 1.96172)
O (-2.33668, -3.35667, 4.34134)
C (-1.71214, -4.57157, 4.73884)
C (-2.71457, -5.74360, 4.71704)
O (-4.15664, -3.09062, 2.63124)
C (-4.89739, -4.09613, 2.06380)
C (-5.70679, -3.65929, 0.78892)
H (0.99778, -0.98339, 2.91597)
H (0.09694, -2.53912, 2.62494)
H (0.28264, -1.28127, 1.36935)
H (-1.09479, -0.98867, 4.03565)
H (-1.18458, 0.17996, 2.76851)
H (-0.91238, -4.64895, 4.05308)
H (-1.30564, -4.40629, 5.75534)
H (-2.38920, -6.56567, 5.28139)
H (-3.73672, -5.48213, 4.99920)
H (-2.75010, -6.09531, 3.65276)
H (-4.25179, -4.93645, 1.92963)
H (-5.67533, -4.39758, 2.79111)
H (-5.05806, -3.09309, 0.11102)
H (-6.05964, -4.57367, 0.29334)
H (-6.55028, -2.92745, 0.98430)
C (-1.43613, -10.62174, -1.14732)
C (-2.50154, -9.52016, -1.06670)
O (-2.16582, -8.66970, 0.05690)
P (-3.26385, -7.58929, 0.49089)
O (-2.79593, -6.84997, 1.65979)
O (-3.50509, -6.66161, -0.73723)
C (-2.24730, -5.96724, -1.04574)
C (-2.40560, -5.17652, -2.31186)
O (-4.61952, -8.36451, 0.71992)
C (-5.47604, -8.12614, 1.86226)
C (-6.90058, -7.97399, 1.32881)
H (-0.47615, -10.24720, -1.43157)
H (-1.23812, -11.20631, -0.29802)
H (-1.72827, -11.26534, -2.01356)
H (-2.45161, -8.86604, -1.94336)
H (-3.48178, -9.91647, -0.89193)
H (-2.12289, -5.32224, -0.19629)
H (-1.39733, -6.61952, -1.10984)
H (-1.51917, -4.57868, -2.48015)
H (-2.44879, -5.91139, -3.12761)
H (-3.25800, -4.51409, -2.37951)
H (-5.41945, -8.94825, 2.55978)
H (-5.07283, -7.24564, 2.35828)
H (-7.53706, -8.06363, 2.20253)
H (-7.02221, -6.97042, 0.82021)
H (-7.20975, -8.71655, 0.66073)
C (2.82614, -9.38285, 1.00457)
C (3.80450, -8.63715, 0.02481)
O (3.10894, -7.55278, -0.60303)
P (3.25272, -6.14384, 0.15460)
O (3.70117, -6.20376, 1.55327)
O (4.28248, -5.32242, -0.63645)
C (4.03581, -5.05376, -2.13367)
C (4.88331, -6.03030, -2.93876)
O (1.84991, -5.40594, -0.15242)
C (0.83398, -5.34392, 0.92806)
C (0.47864, -6.67104, 1.58922)
H (1.85236, -9.54359, 0.55450)
H (3.30213, -10.29205, 1.33640)
H (2.69964, -8.69387, 1.84570)
H (4.68026, -8.26769, 0.55644)
H (4.28825, -9.27129, -0.76605)
H (2.92736, -5.09471, -2.28956)
H (4.34363, -4.03259, -2.32290)
H (4.70569, -7.05539, -2.66527)
H (4.88643, -5.92574, -4.00597)
H (5.95521, -5.89664, -2.64678)
H (1.29429, -4.64631, 1.66840)
H (0.01891, -4.78735, 0.42717)
H (-0.35749, -6.34754, 2.18279)
H (0.19553, -7.51282, 0.93998)
H (1.25532, -6.96584, 2.27835)
C (-0.98915, 2.69287, -5.40900)
C (-0.23239, 4.00542, -5.61313)
O (-0.84550, 4.70910, -6.69750)
P (-1.73683, 5.96791, -6.38601)
O (-2.76663, 5.96842, -5.31255)
O (-0.71778, 7.08610, -6.10882)
C (-0.55358, 7.47545, -4.74142)
C (0.66427, 8.36355, -4.65840)
O (-2.29532, 6.26930, -7.84440)
C (-3.71950, 6.66462, -7.99656)
C (-3.83045, 8.00725, -8.72137)
H (-2.01981, 2.93657, -5.19929)
H (-0.92177, 2.02581, -6.27173)
H (-0.57723, 2.21270, -4.49000)
H (-0.36768, 4.67059, -4.70894)
H (0.82589, 3.80796, -5.82356)
H (-1.48040, 7.96930, -4.45594)
H (-0.40620, 6.60527, -4.12723)
H (0.45739, 9.27799, -5.21964)
H (0.95274, 8.62277, -3.62326)
H (1.59355, 8.01180, -5.07862)
H (-4.12457, 5.90084, -8.65006)
H (-4.17104, 6.64711, -6.98788)
H (-3.74265, 7.90168, -9.75965)
H (-4.80164, 8.53073, -8.63464)
H (-3.06313, 8.69449, -8.35649)
C (-7.60367, 6.41590, 2.14860)
C (-6.76396, 7.03998, 3.23877)
O (-5.56973, 6.31000, 3.44608)
P (-4.35409, 6.86386, 4.28277)
O (-3.32392, 5.81149, 4.34803)
O (-3.82958, 8.21974, 3.74127)
C (-2.80162, 8.21488, 2.73324)
C (-1.44989, 8.69457, 3.21724)
O (-4.98885, 7.26695, 5.63449)
C (-4.30758, 7.94882, 6.66489)
C (-5.23896, 8.50427, 7.71932)
H (-8.63285, 6.79494, 2.13547)
H (-7.09098, 6.46925, 1.15639)
H (-7.72143, 5.38522, 2.56678)
H (-6.50357, 8.03511, 2.95095)
H (-7.31490, 7.01722, 4.21008)
H (-2.73537, 7.28894, 2.16062)
H (-3.16517, 8.95475, 2.05039)
H (-0.83588, 8.98376, 2.32502)
H (-1.52116, 9.58461, 3.87312)
H (-0.91143, 7.95948, 3.79965)
H (-3.58426, 7.22594, 7.07364)
H (-3.79481, 8.73934, 6.24978)
H (-5.99955, 9.19956, 7.39494)
H (-5.82188, 7.67150, 8.22612)
H (-4.52667, 8.89472, 8.48947)
C (10.59992, -3.15533, -3.93942)
C (9.05566, -3.28909, -3.68977)
O (8.35429, -2.35835, -4.53848)
P (6.81979, -2.48296, -4.63641)
O (6.30588, -3.81332, -5.13247)
O (6.15898, -2.04921, -3.25385)
C (6.36821, -0.71760, -2.74051)
C (6.86096, -1.00478, -1.28276)
O (6.53888, -1.21267, -5.61544)
C (6.25985, -1.58002, -6.97254)
C (5.99169, -0.37814, -7.79681)
H (11.05541, -2.21587, -3.65453)
H (11.04824, -3.92425, -3.32515)
H (10.73390, -3.39490, -4.95360)
H (8.73617, -4.32548, -3.86095)
H (8.77219, -3.08254, -2.67034)
H (7.20500, -0.20649, -3.21088)
H (5.46237, -0.15199, -2.71052)
H (6.09142, -1.52304, -0.74815)
H (7.75473, -1.61789, -1.32127)
H (7.09750, -0.08008, -0.72243)
H (7.13477, -2.21263, -7.34184)
H (5.42393, -2.28344, -7.03249)
H (5.98120, -0.64462, -8.87666)
H (5.01303, 0.02053, -7.58566)
H (6.68946, 0.48015, -7.73666)
N (-3.97047, 2.89870, 4.19134)
C (-3.23249, 1.73514, 4.43762)
C (-3.90406, 0.72068, 3.76385)
C (-4.99928, 1.30743, 3.05589)
C (-5.00718, 2.64708, 3.38868)
H (-3.75262, 3.85453, 4.45565)
H (-2.39268, 1.70506, 5.12734)
H (-3.64194, -0.32822, 3.70508)
H (-5.78413, 0.78893, 2.49372)
H (-5.66568, 3.46079, 3.05337)
N (-3.97457, 5.59214, -2.64314)
C (-4.41580, 6.65630, -1.87275)
C (-4.87711, 6.16339, -0.65245)
C (-4.67544, 4.68542, -0.73366)
C (-4.11436, 4.42398, -1.96081)
H (-3.61016, 5.66550, -3.55860)
H (-4.38288, 7.59895, -2.33106)
H (-5.27824, 6.77951, 0.18992)
H (-4.94439, 3.98366, 0.05743)
H (-3.76719, 3.48570, -2.44215)
N (-6.00364, -0.35982, -2.74634)
C (-5.54777, -1.38173, -3.51159)
C (-4.28228, -1.10781, -3.93302)
C (-3.95937, 0.20937, -3.43175)
C (-5.05468, 0.63330, -2.65962)
H (-6.91038, -0.25676, -2.34996)
H (-6.18831, -2.23892, -3.77183)
H (-3.65665, -1.87343, -4.35084)
H (-3.03500, 0.80412, -3.34775)
H (-5.18811, 1.58610, -2.21689)
N (2.24227, 2.52403, -2.53775)
C (2.44721, 3.78061, -2.98282)
C (3.71625, 3.88274, -3.45900)
C (4.34865, 2.58241, -3.18848)
C (3.42759, 1.82204, -2.59353)
H (1.43492, 2.19635, -1.97976)
H (1.62749, 4.47872, -2.79003)
H (4.22953, 4.67937, -3.96220)
H (5.34449, 2.20891, -3.54787)
H (3.47155, 0.78795, -2.30648)
N (3.47566, 3.83759, 0.15315)
C (4.42199, 3.11900, 0.80823)
C (4.07958, 3.11894, 2.11789)
C (2.97304, 3.99582, 2.29884)
C (2.57264, 4.37145, 1.05455)
H (3.45170, 3.95877, -0.85201)
H (5.15619, 2.58691, 0.16695)
H (4.69144, 2.64280, 2.86291)
H (2.62350, 4.49902, 3.23557)
H (1.77538, 5.04514, 0.85064)
N (-1.36891, 6.32016, -0.84526)
C (-1.54855, 7.66284, -0.78706)
C (-0.36260, 8.26720, -0.40140)
C (0.58541, 7.24322, -0.30251)
C (-0.06170, 6.08697, -0.57551)
H (-2.07099, 5.60005, -1.04775)
H (-2.53964, 8.07278, -0.91152)
H (-0.23081, 9.32926, -0.25034)
H (1.59786, 7.36001, 0.07787)
H (0.31393, 5.09850, -0.52050)
C (0.87112, -0.12837, -4.33721)
Br (1.96952, 0.28868, -5.85351)
Br (1.74070, -1.49843, -3.28701)
Br (-0.82445, -0.88509, -4.85186)
H (0.72800, 0.74906, -3.73096)
C (6.42511, -5.10634, 2.28110)
Br (5.88301, -3.28787, 1.71802)
Br (7.56803, -4.98593, 3.87750)
Br (7.51324, -5.96968, 0.78934)
H (5.53935, -5.69124, 2.50807)

Force components x, y, z for each atom (eV/Å):
0.520 0.172 -1.675
0.391 -0.259 1.498
-0.258 0.698 1.540
-1.505 1.317 0.502
0.443 0.686 -0.807
2.735 -1.000 1.145
-0.984 -0.370 -1.068
-0.492 1.317 1.336
-0.435 -1.388 -1.141
-1.848 0.948 1.021
1.581 -0.479 0.574
0.036 0.032 0.262
-1.075 -0.205 0.115
0.264 -0.325 0.534
0.027 -0.009 -0.784
-0.176 -0.104 -0.209
-0.099 -0.154 0.283
0.191 0.077 -0.792
-0.280 -0.469 -0.016
0.051 -0.299 0.002
0.629 -0.174 -0.735
-0.212 -0.091 -0.623
1.283 -0.140 0.429
-1.035 0.081 -0.901
-0.162 0.682 -0.229
0.180 -0.404 -0.090
-0.088 0.270 -0.188
0.364 -2.104 0.644
0.457 0.585 -0.147
-1.560 -0.458 -0.531
0.448 0.339 -0.206
-0.038 -0.072 -0.140
1.099 -0.107 0.329
-1.654 -0.148 -0.235
0.679 -0.083 0.497
0.736 -1.570 0.874
0.371 1.000 -1.058
0.365 1.035 -0.315
-0.004 0.220 -0.989
-0.742 -1.060 1.359
-0.366 0.946 -0.248
-0.209 0.606 0.644
0.486 -0.065 -0.474
-0.366 0.379 0.271
0.664 -0.304 0.327
0.449 0.495 0.484
0.338 -0.342 -0.696
-0.191 0.361 -0.713
-1.695 0.918 -0.400
0.213 -0.896 -0.511
-0.284 0.488 1.069
0.680 -0.242 0.561
1.966 1.295 -0.110
-0.433 -0.478 0.370
-0.250 -0.054 0.124
0.323 -1.188 -1.675
0.390 0.737 0.132
-0.494 1.520 0.559
-0.853 -0.517 1.603
0.167 0.926 -2.551
0.034 2.467 0.855
-2.684 -0.758 -0.614
0.546 0.707 0.560
-0.843 -0.925 -0.160
0.384 -0.744 0.031
-0.540 -0.368 0.013
-0.013 0.028 0.981
-0.486 0.274 -0.446
0.893 -1.027 -0.479
-0.255 0.103 -0.516
0.562 -1.044 1.013
0.245 0.324 0.267
-0.166 0.205 0.870
0.301 -0.731 -0.741
0.396 0.041 -0.008
0.130 -0.378 -0.103
-0.081 0.377 0.039
0.794 -1.150 0.214
-1.012 0.360 -2.473
1.731 0.010 0.560
-0.914 0.116 0.081
0.540 -0.522 1.809
0.002 -0.144 0.421
0.278 -0.374 -1.355
-1.048 1.626 0.157
0.269 -0.984 -0.845
0.280 -0.445 -0.582
-0.251 0.368 -0.996
0.771 2.367 1.088
0.606 0.739 -0.217
-0.474 -0.725 1.370
0.152 0.139 0.777
-0.278 -0.429 -0.173
-0.585 -0.282 -0.203
0.419 0.443 0.461
0.212 -0.685 -0.043
0.301 0.118 0.033
-0.174 0.368 -0.122
-0.321 0.000 0.343
0.261 -0.470 -0.026
-0.378 0.135 0.171
-0.442 0.388 0.071
-0.013 -1.077 0.674
-0.042 -1.305 -1.065
1.281 1.435 -0.732
0.129 -1.456 0.023
-0.047 0.483 0.480
-1.434 0.382 0.076
-0.406 -0.316 0.377
0.582 1.219 -3.021
-0.459 -0.643 0.780
1.430 0.154 1.276
0.824 -1.081 0.555
0.969 0.786 -0.542
-0.072 0.923 -0.355
0.022 -0.239 -0.201
-0.087 -0.400 0.165
-0.059 -0.313 0.021
-0.155 0.169 0.365
-1.070 0.359 0.395
0.993 -0.254 0.018
0.188 0.158 0.284
-0.589 -0.446 0.018
-0.471 0.384 -0.503
-0.732 0.243 -0.149
-0.580 -0.587 -0.285
0.166 -0.679 0.524
-0.793 -0.418 0.370
0.016 0.540 0.040
0.369 -0.172 0.020
0.788 0.297 0.915
-0.630 -0.067 1.206
-0.382 -0.164 -0.542
-1.662 -0.264 -1.007
0.366 -0.887 -0.387
1.273 1.129 -0.098
0.758 0.512 0.164
0.067 1.225 0.406
-0.602 0.207 0.504
0.405 0.130 0.058
-0.235 0.591 1.506
-0.440 -0.098 -0.026
0.074 0.126 0.156
-0.301 0.159 -0.696
0.604 -1.052 -0.602
-0.251 0.435 -0.059
0.208 0.144 0.358
-0.119 -0.407 0.386
-0.002 0.164 0.230
-0.632 -0.042 -0.290
-0.006 -0.889 -0.391
-0.295 -0.273 0.272
0.073 0.040 -0.687
0.631 -0.357 -1.551
0.262 -0.561 0.567
-0.062 -0.038 -0.066
0.297 -1.409 0.668
-1.179 0.475 0.745
0.480 -0.221 -0.368
0.804 -2.169 0.210
-0.038 0.140 -0.022
0.178 0.378 -0.225
0.419 0.871 -0.738
0.434 0.621 0.042
-1.725 0.052 0.138
-0.494 -1.393 1.121
0.149 -1.948 1.601
0.450 0.363 -0.173
-0.721 -0.324 0.854
0.093 0.262 -1.180
0.143 0.988 0.153
0.260 0.345 -0.742
-0.097 -0.250 0.442
-0.176 0.430 -0.663
-0.513 -0.390 0.753
-0.250 -0.299 -0.462
0.106 -0.403 -0.019
-0.211 0.381 0.228
1.392 1.797 -1.051
0.296 0.505 -0.303
0.773 0.795 -0.556
-0.967 0.172 -0.458
-2.042 -0.442 1.449
1.424 0.030 0.067
1.548 -0.156 0.523
-3.052 -1.110 -2.008
0.893 2.310 1.173
0.080 0.122 -1.005
1.864 -1.079 2.496
-0.153 1.281 -0.635
-0.289 -1.041 0.933
1.447 -1.650 -0.607
0.188 1.040 -1.523
-0.285 0.334 -0.126
0.303 -0.282 0.065
0.583 -0.117 -1.358
0.030 0.292 -0.449
0.109 0.261 0.494
-0.358 0.106 -0.648
-0.569 0.231 -0.493
-0.401 -0.435 0.335
0.078 -0.091 0.036
-0.110 -0.302 -0.371
-0.822 1.041 0.213
-0.107 0.250 0.269
-0.035 -0.075 0.639
-0.445 0.172 0.210
-0.020 -0.730 0.388
1.355 0.040 0.844
-1.327 0.190 -0.461
0.164 0.330 -0.205
-0.392 -0.190 0.438
-0.956 -0.123 -1.140
0.364 -0.082 0.130
-0.261 0.141 -0.298
-0.050 0.368 0.235
0.597 0.237 0.177
0.417 -0.510 0.282
-0.665 0.596 1.643
-0.321 -2.187 0.472
0.475 -0.922 -0.715
-0.338 1.778 0.661
0.180 -0.818 -0.173
0.524 0.193 -1.227
-0.073 1.209 -0.127
0.505 -0.869 -0.987
0.250 0.175 -0.394
-0.425 0.770 0.605
0.191 1.131 0.223
-0.898 -1.016 -0.305
0.509 0.894 0.706
-0.562 0.385 1.547
1.244 -1.560 -2.045
-0.482 -0.223 0.039
0.477 0.553 0.443
0.241 0.216 -0.510
-0.384 -0.775 -0.660
-0.394 0.405 0.598
0.504 -1.765 1.216
-1.277 0.807 0.183
1.497 -1.299 0.111
1.646 1.372 -1.551
-1.408 -0.782 0.066
0.196 0.890 -0.480
0.483 0.015 -0.554
-0.223 0.365 0.074
-1.107 0.721 0.568
-0.090 -0.104 0.088
-1.017 0.841 -0.507
-0.021 -0.917 -1.696
1.055 0.160 1.337
-0.048 0.272 1.173
0.906 -0.070 -0.168
-0.047 0.034 0.126
-0.478 0.403 0.999
-0.111 -0.009 0.332
0.156 -1.086 -0.942
-0.147 0.267 -0.619
0.055 -0.184 -0.283
-0.680 0.992 0.520
-1.165 0.387 -0.637
0.956 0.534 0.727
0.276 -1.311 0.140
0.386 0.659 0.068
0.240 0.076 -0.075
0.037 -0.109 -0.025
-0.197 -0.194 -0.370
0.088 -0.816 -0.170
0.105 -1.080 -0.199
-0.084 0.292 -0.012
0.323 0.120 0.334
-0.148 0.386 -0.205
-0.049 0.172 0.081
1.400 0.583 -0.580
0.189 -1.145 0.014
-0.604 -0.104 -0.627
-1.086 0.578 1.182
0.025 -0.017 -0.344

Results of the Löwdin charge analysis, in e, for atoms 1 through 6:
1. C -0.037
2. C -0.190
3. O -0.165
4. P 0.254
5. O -0.227
6. O -0.201